{
  "formula": "C22H24N3O4Pb",
  "method": "ωB97M-V/def2-TZVPD",
  "total_energy_ha": -1510.8671,
  "charge": -1,
  "elements": ["Pb", "O", "C", "C", "C", "C", "C", "C", "C", "N", "N", "C", "O", "C", "C", "C", "C", "C", "C", "H", "H", "H", "H", "H", "H", "H", "H", "H", "H", "N", "C", "C", "O", "O", "H", "H", "H", "H", "H", "C", "C", "C", "C", "C", "C", "H", "H", "H", "H", "H", "H", "H", "H", "H"],
  "coordinates": [[1.472676, 0.339772, -0.823160], [0.191008, 2.441456, -1.036733], [-0.657815, 3.042935, -0.256980], [-1.544958, 4.007315, -0.793597], [-2.415009, 4.729425, -0.006961], [-2.454671, 4.523147, 1.372645], [-1.617194, 3.569996, 1.913600], [-0.729266, 2.808008, 1.142273], [0.056498, 1.833236, 1.883757], [0.886779, 0.959483, 1.455444], [1.468637, 0.209394, 2.467588], [2.189997, -0.788773, 2.018220], [2.368203, -1.154729, 0.812319], [2.887333, -1.577908, 3.087511], [4.029483, -2.300143, 2.755982], [4.700411, -3.036516, 3.721420], [4.224225, -3.073004, 5.025794], [3.076251, -2.365204, 5.357059], [2.414004, -1.617121, 4.394523], [-1.505353, 4.179125, -1.863651], [-3.068730, 5.462348, -0.466166], [-3.120485, 5.096507, 2.004024], [-1.640937, 3.391488, 2.984038], [-0.097264, 1.843935, 2.964448], [4.372423, -2.278736, 1.730008], [5.593190, -3.588830, 3.453991], [4.745206, -3.649976, 5.780213], [2.695269, -2.397633, 6.370814], [1.524947, -1.053545, 4.642762], [0.031501, 2.095331, -3.719777], [1.242981, 2.612603, -4.394217], [2.174378, 1.373164, -4.593929], [3.257589, 1.566770, -5.128221], [1.624543, 0.309385, -4.176805], [-0.020757, 2.379676, -2.708728], [0.317656, 1.040557, -3.742819], [-0.838437, 2.280159, -4.201868], [1.744258, 3.348221, -3.770525], [1.009359, 3.052508, -5.360392], [-2.768363, -3.284653, -0.024996], [-2.550818, -2.506027, -1.330613], [-2.245154, -3.492678, -2.467356], [-3.814793, -1.708702, -1.668778], [-1.406685, -1.593581, -1.164046], [-0.450262, -0.857089, -1.028675], [-3.583312, -4.004637, -0.143799], [-3.017547, -2.602602, 0.788884], [-1.860480, -3.821120, 0.251619], [-3.074818, -4.194030, -2.595862], [-1.338242, -4.055680, -2.245456], [-2.087023, -2.957831, -3.404687], [-4.664806, -2.386628, -1.788975], [-3.680678, -1.150942, -2.596784], [-4.044948, -0.997627, -0.874383]],
  "atomic_forces_ev_per_a": [[0.40, 0.03, -0.07], [-0.07, -0.03, -0.08], [0.07, -0.02, -0.10], [-0.03, 0.03, 0.01], [0.02, -0.06, 0.03], [0.00, 0.03, -0.04], [-0.03, -0.02, 0.03], [-0.06, 0.01, 0.04], [0.01, 0.06, 0.04], [-0.13, -0.03, -0.08], [0.02, 0.02, -0.01], [-0.06, -0.08, 0.05], [-0.04, 0.16, 0.01], [0.04, -0.07, -0.06], [-0.05, -0.04, -0.01], [-0.01, 0.00, 0.03], [0.03, 0.01, -0.04], [0.00, 0.01, -0.01], [0.01, 0.02, 0.08], [0.01, 0.02, 0.00], [0.01, 0.01, 0.00], [-0.01, -0.02, -0.01], [0.01, -0.02, -0.01], [0.03, 0.02, 0.01], [-0.01, 0.01, 0.00], [0.00, 0.00, 0.00], [-0.01, -0.01, 0.00], [0.00, 0.01, 0.00], [0.01, 0.00, -0.02], [0.06, -0.10, 0.14], [0.19, 0.09, 0.00], [-0.30, -0.08, -0.07], [0.08, 0.02, 0.01], [0.15, -0.06, -0.03], [-0.06, 0.02, 0.19], [-0.07, 0.03, -0.12], [0.00, -0.02, 0.01], [-0.04, 0.04, 0.02], [-0.04, 0.01, 0.01], [0.00, 0.02, -0.01], [0.08, -0.06, 0.02], [0.00, 0.03, 0.02], [-0.03, 0.01, 0.00], [-0.01, 0.07, -0.07], [-0.15, -0.06, 0.09], [0.00, 0.01, 0.00], [0.01, 0.00, 0.00], [-0.01, -0.01, 0.00], [0.00, 0.01, 0.00], [-0.01, -0.01, 0.00], [0.00, -0.01, 0.00], [0.00, 0.01, 0.00], [0.00, 0.00, 0.01], [0.01, 0.00, -0.01]],
  "nbo_charge": [1.242, -0.861, 0.489, -0.322, -0.186, -0.307, -0.140, -0.247, 0.138, -0.345, -0.470, 0.553, -0.774, -0.009, -0.211, -0.224, -0.225, -0.226, -0.207, 0.188, 0.198, 0.201, 0.198, 0.171, 0.233, 0.203, 0.200, 0.201, 0.231, -0.769, -0.366, 0.758, -0.691, -0.752, 0.468, 0.464, 0.398, 0.224, 0.209, -0.585, -0.174, -0.585, -0.584, -0.005, -0.552, 0.190, 0.213, 0.217, 0.190, 0.216, 0.212, 0.192, 0.208, 0.214]
}